A cluster of 2 separate species, C4H12NOS in total at a distorted geometry. Source: the OMol25 dataset; level of theory: ωB97M-V with the def2-TZVPD basis set.

Cartesian coordinates (Å):
H  1.055  1.055  2.614
H  -0.595  0.157  -2.250
C  -0.115  -0.781  -2.059
H  1.301  0.201  -1.119
H  -0.882  -1.489  -2.080
H  -0.861  -1.261  0.248
H  -1.535  2.828  -1.584
C  0.183  0.610  2.279
O  -1.896  2.384  -0.927
H  0.332  -1.639  2.271
S  0.862  -1.468  -3.453
C  0.738  -0.660  -0.821
H  -1.340  1.659  -0.543
H  -0.139  1.388  1.644
H  1.474  -1.561  -0.582
N  -0.147  -0.624  0.344
H  1.650  -0.738  1.468
H  -0.572  0.676  3.000
C  0.487  -0.735  1.549

The calculation puts the total energy at -687.7315 a.u. The calculation puts the HOMO energy at -2.336 eV. The HOMO-LUMO gap is 5.893 eV. Its total charge is -1.

Need the Mulliken charges? In units of e they are:
1. H 0.39
2. H 0.20
3. C -0.79
4. H 0.19
5. H 0.24
6. H 0.18
7. H 0.27
8. C -1.20
9. O -0.68
10. H 0.29
11. S -0.69
12. C -0.48
13. H 0.36
14. H 0.30
15. H 0.35
16. N -0.10
17. H 0.26
18. H 0.38
19. C -0.46

A cluster of 2 separate species, C4H12NOS in total at a distorted geometry. Source: the OMol25 dataset; level of theory: ωB97M-V with the def2-TZVPD basis set.

Cartesian coordinates (Å):
C  1.147  -0.199  -0.606
H  -0.165  0.974  2.270
H  0.188  0.109  -1.093
H  2.073  0.673  -5.159
H  -3.140  -1.106  2.052
H  1.241  -1.282  -0.541
C  -1.316  -0.168  1.151
H  -1.552  -1.018  3.044
S  2.539  0.442  -1.639
C  1.003  0.524  0.731
H  1.681  0.105  1.535
H  1.566  1.517  0.503
H  -2.727  0.401  2.727
O  1.343  0.062  -5.279
H  1.396  -0.458  -4.530
H  -0.777  -1.052  0.979
H  -1.913  -0.046  0.317
C  -2.238  -0.414  2.289
N  -0.347  0.936  1.249

The calculation puts the total energy at -687.7626 a.u. The calculation puts the HOMO energy at -2.606 eV. The HOMO-LUMO gap is 5.985 eV. Its total charge is -1.

Need the Mulliken charges? In units of e they are:
1. C -0.56
2. H 0.25
3. H 0.15
4. H 0.32
5. H 0.31
6. H 0.24
7. C -0.21
8. H 0.26
9. S -0.65
10. C -0.47
11. H 0.18
12. H 0.30
13. H 0.36
14. O -0.64
15. H 0.30
16. H 0.27
17. H 0.30
18. C -1.24
19. N -0.47

The ion C4H12NOS with charge +1 at a distorted geometry. Source: the OMol25 dataset; level of theory: ωB97M-V with the def2-TZVPD basis set.

Cartesian coordinates (Å):
H  0.143  1.133  -1.973
H  -1.290  1.393  -1.268
H  0.819  -2.596  -2.075
H  1.165  1.160  0.258
H  -1.927  0.169  3.580
H  -0.951  -0.021  -2.381
H  1.628  -1.495  -0.324
H  0.152  1.169  2.840
H  -0.496  1.693  0.648
C  -0.229  -0.240  -0.435
N  -0.712  0.652  -1.638
C  -0.021  0.361  2.145
C  0.988  -0.960  -1.033
S  -1.500  -0.586  2.461
C  0.167  0.823  0.705
H  0.905  -0.260  2.302
H  -1.136  -0.687  -0.068
H  1.614  -0.053  -1.506
O  0.684  -1.655  -2.238

The calculation puts the total energy at -687.4878 a.u. The calculation puts the HOMO energy at -12.758 eV. Its SMILES is [NH3+][C@@H](CO)CCS. The HOMO-LUMO gap is 9.514 eV. Its total charge is +1.

Need the Mulliken charges? In units of e they are:
1. H 0.37
2. H 0.32
3. H 0.34
4. H 0.34
5. H 0.19
6. H 0.36
7. H 0.44
8. H 0.47
9. H 0.42
10. C -0.18
11. N -0.37
12. C -0.69
13. C -0.63
14. S -0.23
15. C -0.76
16. H 0.28
17. H 0.53
18. H 0.30
19. O -0.50

The ion C4H12NS with charge +1 at a distorted geometry. Source: the OMol25 dataset; level of theory: ωB97M-V with the def2-TZVPD basis set.

Cartesian coordinates (Å):
H  -0.152  -1.551  -0.190
C  -0.915  0.402  -0.474
H  2.075  -0.696  -0.980
H  0.689  -0.728  2.189
C  -0.199  -1.394  -2.300
H  -2.004  0.221  1.320
H  -1.380  1.862  0.825
S  0.326  0.572  1.965
N  1.356  -0.036  -0.956
H  1.795  0.448  -0.148
H  -0.121  -0.672  -3.144
H  -1.979  0.258  -0.874
H  -0.706  1.525  -0.942
C  -1.118  0.718  0.952
H  0.514  -2.266  -2.206
H  -1.214  -1.949  -2.292
H  1.351  0.565  -1.786
C  -0.032  -0.713  -0.930

The calculation puts the total energy at -612.2366 a.u. The calculation puts the HOMO energy at -13.303 eV. Its SMILES is C[C@@H]([NH3+])CCS. The HOMO-LUMO gap is 9.946 eV. Its total charge is +1.

Need the Mulliken charges? In units of e they are:
1. H 0.26
2. C -0.75
3. H 0.33
4. H 0.18
5. C -1.27
6. H 0.36
7. H 0.31
8. S -0.29
9. N -0.25
10. H 0.29
11. H 0.40
12. H 0.38
13. H 0.25
14. C -0.43
15. H 0.39
16. H 0.34
17. H 0.39
18. C 0.11